C23H31F5NO4RuS3Si4Te as an isolated structure at a distorted geometry. Source: the Open Molecules 2025 dataset; level of theory: ωB97M-V/def2-TZVPD.

The geometry in XYZ format:
```
73
Properties=species:S:1:pos:R:3:lowdin_charge:R:1
Ru 1.51105 2.01843 -0.88511 0.73
S 3.86959 3.05121 2.82272 0.51
C 2.90119 2.71649 1.54622 -1.78
S 2.45134 1.08260 1.07548 0.36
S 2.19372 3.84775 0.43835 0.47
O 3.42267 1.55270 -1.90716 -0.12
C 3.42326 1.23387 -3.09418 -0.19
C 2.44422 0.42365 -3.76373 -0.12
C 2.65110 0.15702 -5.11790 0.04
C 1.78397 -0.63887 -5.81094 -0.16
C 0.65635 -1.19961 -5.17521 0.00
C 0.41419 -0.93811 -3.86388 0.02
C 1.28952 -0.10532 -3.08815 -0.35
O 1.03347 0.12013 -1.86756 -0.21
N 2.00997 -0.88303 -7.22770 -0.37
O 2.98469 -0.37593 -7.75612 0.05
O 1.20090 -1.57414 -7.82332 0.05
H 4.25803 1.60034 -3.71438 0.14
H 3.50554 0.58389 -5.62905 0.13
H -0.01365 -1.82441 -5.74972 0.12
H -0.45761 -1.34276 -3.36637 0.11
F -1.67701 2.07653 -1.98115 0.01
C -0.90639 2.97344 -2.62802 -0.25
C 0.43884 3.10685 -2.32243 -0.15
C 1.10505 4.05988 -3.08216 -0.25
F 2.42525 4.27212 -2.89980 0.05
C 0.49897 4.83871 -4.04981 -0.15
F 1.19370 5.74554 -4.75290 0.10
C -0.84900 4.67801 -4.29519 -0.15
F -1.46222 5.43035 -5.21768 0.11
C -1.55658 3.73238 -3.58514 -0.15
F -2.86293 3.56094 -3.83698 0.10
C -0.98439 -4.09178 1.81408 -0.22
Si -0.55261 -2.55644 0.81470 0.31
C -1.79781 -2.38720 -0.57348 -0.22
C 1.15074 -2.76723 0.08328 -0.20
Si -0.70270 -0.70152 2.20282 0.12
Te -0.30962 1.43264 0.91041 0.69
Si 0.72539 -0.87354 4.04159 0.31
C -0.05261 -2.12387 5.21361 -0.22
C 0.89901 0.75404 4.93227 -0.20
C 2.40168 -1.54825 3.56759 -0.22
Si -2.89736 -0.24157 2.86456 0.29
C -4.00197 0.10126 1.39088 -0.22
C -3.65143 -1.69064 3.80269 -0.22
C -2.88811 1.22510 4.03293 -0.23
H -1.15270 -4.95251 1.15785 0.03
H -1.89436 -3.93205 2.40318 0.01
H -0.17942 -4.35132 2.51023 0.02
H -1.64841 -3.16040 -1.33428 0.03
H -1.69988 -1.40698 -1.05300 0.02
H -2.82108 -2.47346 -0.19339 0.02
H 1.15454 -3.58436 -0.64518 0.04
H 1.89393 -2.99039 0.85423 0.02
H 1.46265 -1.85090 -0.42993 0.01
H -0.98170 -1.73805 5.64615 0.01
H 0.63688 -2.34582 6.03551 0.03
H -0.28635 -3.06389 4.70269 0.02
H -0.07892 1.19691 5.14089 0.02
H 1.47174 1.46964 4.33105 0.01
H 1.42672 0.61170 5.88120 0.04
H 2.32488 -2.58671 3.23111 0.02
H 3.07448 -1.51554 4.43099 0.04
H 2.85703 -0.96099 2.76708 -0.03
H -4.22542 -0.82287 0.84957 0.02
H -3.51765 0.78968 0.69181 0.01
H -4.94879 0.54820 1.71118 0.03
H -3.81687 -2.54817 3.14185 0.02
H -4.61809 -1.40765 4.23415 0.03
H -3.00020 -2.01781 4.61868 0.01
H -2.22743 2.01321 3.66049 0.01
H -2.53204 0.92311 5.02336 0.02
H -3.89293 1.64576 4.14360 0.03
```

Output
LUMO level (alpha / beta), eV: 1.9018 / 0.7093
Charge: -1
Multiplicity: 5
Max |F|, hartree/bohr: 0.0469
Energy, eV: -121514.6557
ΔE to the lowest compared entry with this formula, charge and spin, kcal per mole: 0.0